No. 1
Entry from OMol25: C34H25F6N2O4P2S5Sn as an isolated structure in a non-equilibrium geometry (the ωB97M-V functional and the def2-TZVPD basis).

Last column: Mulliken charge in e.
Positions of all 79 atoms, in Å:
Sn (0.498, 1.814, -0.686)  1.945
S (-0.151, -1.201, -1.411)  -0.467
P (-1.546, -1.696, 0.004)  0.778
C (-0.266, -0.555, 0.409)  -1.230
P (1.265, -0.997, 1.238)  2.124
S (2.548, 0.374, 0.564)  -0.515
C (0.920, -0.813, 3.002)  0.132
C (1.952, -1.080, 3.898)  -0.354
C (1.740, -0.896, 5.252)  -0.744
C (0.512, -0.432, 5.704)  -0.474
C (-0.512, -0.162, 4.808)  -0.817
C (-0.311, -0.347, 3.451)  -0.263
C (1.815, -2.691, 0.928)  0.348
C (1.363, -3.719, 1.746)  -0.488
C (1.714, -5.022, 1.453)  -0.818
C (2.509, -5.292, 0.349)  -0.560
C (2.970, -4.263, -0.456)  -0.645
C (2.624, -2.955, -0.172)  -0.472
C (-3.112, -0.847, -0.275)  0.570
C (-4.081, -1.466, -1.059)  -0.608
C (-5.260, -0.792, -1.324)  -0.707
C (-5.477, 0.467, -0.783)  -0.611
C (-4.502, 1.078, -0.009)  -0.733
C (-3.302, 0.434, 0.239)  -0.018
C (-1.612, -3.478, 0.305)  0.607
C (-2.240, -3.952, 1.454)  -0.310
C (-2.263, -5.314, 1.690)  -0.697
C (-1.666, -6.190, 0.794)  -0.552
C (-1.054, -5.707, -0.353)  -0.747
C (-1.020, -4.347, -0.604)  -0.319
H (2.910, -1.417, 3.519)  0.450
H (2.528, -1.112, 5.957)  0.425
H (0.357, -0.275, 6.760)  0.413
H (-1.466, 0.191, 5.171)  0.467
H (-1.098, -0.124, 2.737)  0.360
H (0.750, -3.494, 2.609)  0.445
H (1.374, -5.827, 2.086)  0.476
H (2.777, -6.311, 0.123)  0.455
H (3.602, -4.482, -1.301)  0.465
H (2.983, -2.135, -0.775)  0.379
H (-3.888, -2.447, -1.471)  0.451
H (-6.008, -1.250, -1.949)  0.424
H (-6.405, 0.983, -0.971)  0.433
H (-4.669, 2.059, 0.406)  0.431
H (-2.526, 0.934, 0.818)  0.242
H (-2.702, -3.265, 2.149)  0.483
H (-2.755, -5.697, 2.570)  0.447
H (-1.691, -7.253, 0.988)  0.451
H (-0.612, -6.391, -1.061)  0.456
H (-0.546, -3.959, -1.495)  0.461
F (0.011, 4.771, 2.887)  -0.183
C (-0.409, 5.515, 1.868)  0.477
F (0.411, 6.543, 1.722)  -0.189
F (-1.621, 5.969, 2.148)  -0.184
S (-0.411, 4.453, 0.341)  1.173
O (-1.185, 3.281, 0.668)  -0.609
O (0.974, 4.127, 0.091)  -0.667
N (-1.049, 5.356, -0.745)  -0.578
S (-1.137, 4.701, -2.171)  1.008
O (-0.817, 5.562, -3.241)  -0.590
O (-0.510, 3.388, -2.177)  -0.724
C (-2.948, 4.227, -2.313)  0.636
F (-3.719, 5.217, -2.728)  -0.216
F (-3.094, 3.201, -3.148)  -0.237
F (-3.381, 3.823, -1.117)  -0.231
S (3.699, 0.506, -4.335)  -0.214
C (2.573, 0.480, -3.045)  -0.104
N (2.356, 1.606, -2.435)  0.332
C (3.131, 2.611, -2.963)  -0.283
C (3.185, 3.930, -2.513)  -0.401
C (4.001, 4.815, -3.182)  -0.887
C (4.772, 4.410, -4.275)  -0.490
C (4.763, 3.100, -4.710)  -0.502
C (3.940, 2.205, -4.044)  0.809
H (2.085, -0.439, -2.771)  0.165
H (2.592, 4.217, -1.654)  0.475
H (4.053, 5.842, -2.860)  0.432
H (5.391, 5.131, -4.784)  0.398
H (5.372, 2.774, -5.537)  0.415

Results
Spin multiplicity: 1
HOMO energy (eV): -10.84
Energy relative to the best compared isomer or geometry (same formula, charge and spin) (eV): 1.334
Kohn-Sham gap (eV): 7.844
Charge: +1

***

No. 2
Entry from OMol25: C19H35N3PTb as an isolated structure in a non-equilibrium geometry (the ωB97M-V functional and the def2-TZVPD basis).

Last column: Mulliken charge in e.
Positions of all 59 atoms, in Å:
C (1.496, 1.979, -0.840)  -0.123
H (2.423, 2.549, -0.926)  0.735
H (1.518, 1.212, -1.646)  -0.130
H (1.692, 1.421, 0.232)  0.049
C (0.276, 2.903, -0.947)  -0.308
H (-0.643, 2.374, -1.292)  0.436
H (0.028, 3.325, 0.037)  0.351
C (0.544, 4.068, -1.927)  -1.456
H (-0.332, 4.717, -2.025)  0.410
H (1.375, 4.685, -1.567)  0.411
H (0.803, 3.702, -2.927)  0.356
C (-0.916, -1.921, -0.231)  0.748
C (-1.561, -1.073, -1.192)  0.287
C (-0.575, -0.671, -2.159)  1.017
C (0.684, -1.256, -1.775)  0.121
C (0.473, -2.017, -0.575)  0.560
C (1.470, -2.886, 0.105)  -1.476
C (1.940, -1.232, -2.573)  -1.386
C (-0.822, 0.140, -3.380)  -1.289
C (-3.001, -0.706, -1.183)  -1.650
C (-1.592, -2.656, 0.872)  -1.236
Tb (0.056, 0.429, -0.017)  -0.253
H (2.795, -1.549, -1.965)  0.377
H (1.869, -1.918, -3.432)  0.351
H (2.158, -0.235, -2.975)  0.301
H (2.486, -2.644, -0.223)  0.400
H (1.426, -2.773, 1.198)  0.192
H (1.286, -3.948, -0.124)  0.356
H (-2.464, -2.103, 1.246)  0.336
H (-1.949, -3.639, 0.522)  0.347
H (-0.912, -2.837, 1.716)  0.257
H (-3.187, 0.189, -1.788)  0.375
H (-3.614, -1.524, -1.594)  0.373
H (-3.360, -0.511, -0.160)  0.362
H (-0.018, 0.869, -3.563)  0.297
H (-0.880, -0.509, -4.267)  0.354
H (-1.770, 0.686, -3.307)  0.330
C (1.476, 0.707, 5.466)  -0.866
N (1.155, 1.767, 4.478)  0.065
C (-0.271, 2.153, 4.602)  -0.958
N (-1.187, 0.997, 4.469)  0.098
C (-0.818, -0.037, 5.468)  -0.924
N (0.589, -0.470, 5.345)  0.140
C (0.828, -1.213, 4.096)  -1.010
P (0.506, -0.149, 2.624)  1.607
C (1.489, 1.353, 3.111)  -1.274
C (-1.202, 0.462, 3.097)  -1.127
H (1.343, 1.132, 6.473)  0.330
H (2.514, 0.385, 5.312)  0.393
H (-0.512, 2.893, 3.826)  0.378
H (-0.417, 2.583, 5.606)  0.301
H (-1.472, -0.909, 5.338)  0.382
H (-0.951, 0.403, 6.470)  0.305
H (1.873, -1.554, 4.069)  0.472
H (0.175, -2.098, 4.066)  0.361
H (1.311, 2.186, 2.411)  0.616
H (2.554, 1.083, 3.061)  0.406
H (-1.910, -0.379, 3.036)  0.339
H (-1.548, 1.244, 2.396)  0.782

Results
Spin multiplicity: 7
Expectation value of S²: 12.74
HOMO energy (alpha / beta) (eV): -14.34 / -14.36
Kohn-Sham gap (alpha / beta) (eV): 6.919 / 7.434
Charge: +2

***

No. 3
Entry from OMol25: C3H5HgLiO4 as an isolated structure in a non-equilibrium geometry (the ωB97M-V functional and the def2-TZVPD basis).

Last column: Mulliken charge in e.
Positions of all 14 atoms, in Å:
O (3.660, -1.080, -0.887)  -0.846
C (2.690, -0.449, -1.401)  0.893
O (1.636, -1.311, -1.629)  -0.641
O (2.489, 0.764, -1.447)  -0.610
Li (2.906, -2.788, -1.274)  0.863
C (-1.811, 0.419, 0.269)  -0.193
C (-1.488, 1.594, 1.153)  -0.804
H (0.742, -0.814, -1.613)  0.326
H (-2.200, 0.658, -0.740)  0.349
H (-0.906, 1.273, 2.034)  0.236
H (-0.910, 2.354, 0.609)  0.279
H (-2.408, 2.079, 1.534)  0.247
O (-2.292, -0.687, 0.847)  -0.589
Hg (-2.109, -2.011, 2.546)  0.493

Results
Spin multiplicity: 3
Expectation value of S²: 2.02
HOMO energy (alpha / beta) (eV): -6.43 / -9.16
Energy relative to the best compared isomer or geometry (same formula, charge and spin) (eV): 0.000
Kohn-Sham gap (alpha / beta) (eV): 5.594 / 6.321
Charge: 0

***

What did the third record say?
Entry from OMol25: C3H5HgLiO4 as an isolated structure in a non-equilibrium geometry (the ωB97M-V functional and the def2-TZVPD basis).

Last column: Mulliken charge in e.
Positions of all 14 atoms, in Å:
O (3.660, -1.080, -0.887)  -0.846
C (2.690, -0.449, -1.401)  0.893
O (1.636, -1.311, -1.629)  -0.641
O (2.489, 0.764, -1.447)  -0.610
Li (2.906, -2.788, -1.274)  0.863
C (-1.811, 0.419, 0.269)  -0.193
C (-1.488, 1.594, 1.153)  -0.804
H (0.742, -0.814, -1.613)  0.326
H (-2.200, 0.658, -0.740)  0.349
H (-0.906, 1.273, 2.034)  0.236
H (-0.910, 2.354, 0.609)  0.279
H (-2.408, 2.079, 1.534)  0.247
O (-2.292, -0.687, 0.847)  -0.589
Hg (-2.109, -2.011, 2.546)  0.493

Results
Spin multiplicity: 3
Expectation value of S²: 2.02
HOMO energy (alpha / beta) (eV): -6.43 / -9.16
Energy relative to the best compared isomer or geometry (same formula, charge and spin) (eV): 0.000
Kohn-Sham gap (alpha / beta) (eV): 5.594 / 6.321
Charge: 0

***

Repeat the third record exactly.
Entry from OMol25: C3H5HgLiO4 as an isolated structure in a non-equilibrium geometry (the ωB97M-V functional and the def2-TZVPD basis).

Last column: Mulliken charge in e.
Positions of all 14 atoms, in Å:
O (3.660, -1.080, -0.887)  -0.846
C (2.690, -0.449, -1.401)  0.893
O (1.636, -1.311, -1.629)  -0.641
O (2.489, 0.764, -1.447)  -0.610
Li (2.906, -2.788, -1.274)  0.863
C (-1.811, 0.419, 0.269)  -0.193
C (-1.488, 1.594, 1.153)  -0.804
H (0.742, -0.814, -1.613)  0.326
H (-2.200, 0.658, -0.740)  0.349
H (-0.906, 1.273, 2.034)  0.236
H (-0.910, 2.354, 0.609)  0.279
H (-2.408, 2.079, 1.534)  0.247
O (-2.292, -0.687, 0.847)  -0.589
Hg (-2.109, -2.011, 2.546)  0.493

Results
Spin multiplicity: 3
Expectation value of S²: 2.02
HOMO energy (alpha / beta) (eV): -6.43 / -9.16
Energy relative to the best compared isomer or geometry (same formula, charge and spin) (eV): 0.000
Kohn-Sham gap (alpha / beta) (eV): 5.594 / 6.321
Charge: 0

***

Question: Which value of charge does entry 1 give?
Answer: +1